[1]
ORCA calculation (ωB97M-V/def2-TZVPD) on C23H42N4SnTe as an isolated structure.

Structure (XYZ):
```
71
C23H42N4SnTe, DFT ωB97M-V/def2-TZVPD
Sn 0.54412 0.95997 0.45827
C -2.43964 -1.39784 0.35079
C -2.61545 0.06163 0.76456
N -2.60336 1.06658 -0.33746
C -3.26024 2.34293 0.12382
C -2.72947 2.88743 1.44804
N -1.26755 2.89755 1.50949
C -0.69405 3.30818 2.81005
C -1.19934 2.57836 4.05692
C -1.40553 1.06487 3.99175
N -0.40725 0.33147 3.19474
C -0.69771 -1.10340 3.22002
C 0.16989 -1.87169 2.23736
N 0.08577 -1.39482 0.83525
C -1.03393 -1.92300 0.02559
H -3.06759 -1.61727 -0.51763
H -2.85705 -1.98678 1.16858
H -1.85310 0.36561 1.47842
H -3.58823 0.14585 1.25171
H -3.21179 0.70122 -1.07363
H -4.32822 2.15544 0.24519
H -3.13755 3.07429 -0.67162
H -3.10283 2.28215 2.27003
H -3.16291 3.88701 1.56786
H -0.94044 3.59437 0.84433
H -0.85199 4.37779 2.97961
H 0.38424 3.15495 2.71804
H -2.14596 3.01212 4.38516
H -0.47565 2.80531 4.84142
H -2.38296 0.83012 3.56421
H -1.42994 0.68949 5.02119
H 0.50596 0.47821 3.61906
H -1.75265 -1.23764 2.97589
H -0.55076 -1.53894 4.21425
H -0.10156 -2.93014 2.28769
H 1.21322 -1.78303 2.54728
H 0.91783 -1.77416 0.38895
H -1.06795 -3.01359 0.10922
H -0.78547 -1.68666 -1.00608
C -1.08202 -0.48714 -2.92971
C -1.35647 0.97441 -2.56714
C -2.73728 1.33599 -3.15208
C -0.32259 1.87727 -3.25482
C -1.26113 1.30051 -1.04446
H -1.07929 -0.60059 -4.01454
H -1.85416 -1.15620 -2.54133
H -0.10614 -0.80975 -2.56295
H -2.67492 1.29152 -4.23927
H -3.05053 2.35023 -2.89517
H -3.52711 0.62663 -2.87638
H -0.18407 1.58186 -4.29442
H 0.64838 1.82157 -2.75910
H -0.64729 2.91983 -3.24542
H -1.13831 2.38450 -1.03811
C 2.49356 -2.08556 -2.07677
Te 2.55270 0.05329 -1.77015
C 4.20241 -0.46935 -0.49146
C 4.76362 -1.72533 -1.10789
C 6.08475 -2.10485 -0.91397
C 6.56812 -3.26251 -1.50574
C 5.73843 -4.03974 -2.29968
C 4.41792 -3.66515 -2.49817
C 3.92733 -2.51202 -1.90045
H 2.10667 -2.30716 -3.06883
H 1.84570 -2.55780 -1.33441
H 3.83855 -0.63602 0.52468
H 4.92586 0.34221 -0.46810
H 6.74067 -1.49330 -0.30631
H 7.60159 -3.54643 -1.36037
H 6.12252 -4.92869 -2.78114
H 3.76963 -4.26615 -3.12460
```

Calculated values
LUMO in eV: -5.45
DFT total energy in a.u.: -1602.37931
Total charge: +2



[2]
ORCA calculation (ωB97M-V/def2-TZVPD) on an isolated molecule of C6H7NO.

Structure (XYZ):
```
15
C6H7NO, DFT ωB97M-V/def2-TZVPD
O -2.18486 0.67269 -0.39387
C -1.57763 -0.41562 -0.49457
N -0.65039 -0.90552 0.42905
C 0.11394 0.00469 1.17108
C 0.65771 1.28303 0.53424
C 1.38025 0.78486 -0.72577
C 1.52434 -0.53699 -0.83892
C 0.84133 -1.14345 0.31194
H -1.94778 -1.27182 -1.14150
H 0.22225 -0.01308 2.23347
H 1.22380 1.90030 1.35286
H -0.06696 2.07287 0.15435
H 1.78462 1.51744 -1.40530
H 2.00773 -1.09616 -1.59867
H 1.16823 -2.01154 0.80438
```

Calculated values
LUMO in eV: 0.96
DFT total energy in a.u.: -362.73323
Energy relative to the best compared isomer or geometry (same formula, charge and spin) in kcal per mole: 50.4